Molecular formula: C54H54F15GeO3PSSeW
Method: DFT, the ωB97M-V functional and the def2-TZVPD basis

The geometry in XYZ format:
```
131
Properties=species:S:1:pos:R:3:forces:R:3:lowdin_charge:R:1
W -0.0740 -1.7658 0.0277 1.961 -0.998 -1.165 1.611
C -0.6775 -4.1990 0.3055 0.053 -0.095 0.376 -0.085
C 0.7113 -4.1418 0.4774 -0.105 -0.073 0.455 -0.093
C 0.9924 -3.2886 1.5643 -0.015 -0.035 0.224 -0.172
C -0.2457 -2.8276 2.0937 -0.274 -0.434 0.187 -0.169
C -1.2741 -3.4125 1.3186 0.109 0.012 0.351 -0.109
H -1.2109 -4.8137 -0.3988 -0.031 0.199 -0.280 0.136
H 1.4485 -4.6965 -0.0730 0.067 0.167 -0.240 0.123
H 1.9542 -3.1744 2.0260 0.089 0.218 -0.185 0.081
H -0.4014 -2.3226 3.0300 0.106 0.333 -0.096 0.122
H -2.3250 -3.3690 1.5479 -0.085 0.297 -0.250 0.126
C -5.7944 2.1012 -3.7495 -0.027 0.033 0.016 -0.033
C -4.7318 1.2647 -4.4774 -0.018 -0.029 0.038 -0.555
C -3.8537 2.2023 -5.3083 0.034 0.020 0.019 -0.059
C -5.4208 0.2693 -5.4243 -0.025 -0.009 -0.019 -0.033
C -3.9119 0.4793 -3.4552 -0.104 -0.031 -0.019 -0.133
C -2.5357 0.6211 -3.3418 -0.043 0.090 -0.093 -0.027
C -1.8687 -0.1645 -2.4256 0.056 -0.046 -0.039 -0.378
Se -0.0378 0.1273 -2.0057 0.272 0.093 0.503 1.241
C -0.3725 1.5212 -0.7573 0.172 0.033 -0.080 -0.381
C -0.3619 2.8364 -1.1599 -0.064 0.184 0.026 -0.023
C -0.6870 3.8228 -0.2303 0.054 -0.021 0.001 -0.130
C -0.9762 3.4091 1.0683 -0.022 0.057 0.065 0.057
C -0.9640 2.0879 1.5194 -0.013 0.230 0.229 -0.056
C -0.6684 1.1396 0.5460 0.106 -0.081 -0.017 -0.283
O -0.6289 -0.2042 0.8068 -0.539 -0.174 0.773 -0.340
C -1.1069 1.7907 3.0218 0.019 -0.046 -0.139 -0.507
C -1.8429 0.4735 3.3022 -0.096 0.056 0.039 -0.029
C 0.3272 1.7289 3.5791 -0.055 0.021 0.016 -0.019
C -1.8776 2.8999 3.7515 -0.021 -0.006 0.008 -0.044
C -0.6634 5.3094 -0.5746 0.015 -0.006 0.048 -0.552
C 0.5586 5.9385 0.1182 -0.002 0.001 0.009 -0.028
C -1.9449 5.9904 -0.0725 -0.058 -0.023 -0.012 -0.035
C -0.5494 5.5360 -2.0827 0.002 0.009 -0.047 -0.056
C -2.5055 -1.1009 -1.6336 0.356 -0.193 -0.232 -0.286
O -1.6971 -1.9289 -0.8972 -1.259 -0.032 -0.043 -0.315
C -3.8960 -1.2249 -1.6519 -0.264 0.030 -0.157 -0.060
C -4.5460 -0.4162 -2.5844 -0.016 0.019 0.039 0.063
C -4.6654 -2.1399 -0.6907 0.128 -0.020 -0.091 -0.512
C -4.3616 -1.6975 0.7515 -0.158 0.071 0.027 -0.033
C -6.1808 -2.0268 -0.8815 -0.027 -0.054 0.002 -0.052
C -4.2675 -3.6100 -0.9286 -0.023 0.011 -0.006 -0.021
H -6.3644 2.6843 -4.4762 0.023 -0.033 0.042 0.095
H -5.3319 2.7964 -3.0436 -0.025 -0.034 -0.035 0.093
H -6.5039 1.4771 -3.2008 0.056 0.036 -0.030 0.082
H -4.4759 2.7355 -6.0279 0.019 -0.017 0.021 0.096
H -3.0940 1.6548 -5.8747 -0.055 0.040 0.032 0.091
H -3.3567 2.9537 -4.6857 -0.042 -0.052 -0.047 0.086
H -6.0021 0.8131 -6.1729 0.031 -0.038 0.048 0.096
H -6.1055 -0.3929 -4.8887 0.046 0.039 -0.032 0.084
H -4.6862 -0.3485 -5.9473 -0.038 0.031 0.020 0.093
H -1.9923 1.3406 -3.9410 -0.028 -0.040 0.027 0.109
H -0.1170 3.0855 -2.1837 -0.007 0.012 0.046 0.109
H -1.2113 4.1724 1.7945 0.028 0.018 -0.006 0.106
H -1.3245 -0.3907 2.8992 0.010 0.021 0.033 0.041
H -2.8552 0.4969 2.8878 0.050 -0.028 0.012 0.096
H -1.9257 0.3350 4.3821 -0.020 0.034 -0.040 0.099
H 0.9416 1.0300 3.0092 -0.021 -0.067 0.004 0.064
H 0.3213 1.4163 4.6276 -0.002 0.038 -0.071 0.106
H 0.7974 2.7142 3.5135 -0.003 -0.049 0.008 0.096
H -2.8502 3.0915 3.2892 0.070 -0.025 0.029 0.102
H -1.3222 3.8378 3.8030 -0.021 -0.042 -0.029 0.086
H -2.0538 2.5829 4.7809 0.010 0.028 -0.037 0.096
H 0.5017 5.8277 1.2046 -0.002 0.016 -0.066 0.086
H 0.6085 7.0058 -0.1100 -0.004 -0.060 0.017 0.097
H 1.4866 5.4727 -0.2250 -0.043 0.026 0.018 0.089
H -2.0415 5.9466 1.0144 0.006 0.004 -0.070 0.081
H -2.8346 5.5318 -0.5138 0.059 0.033 0.027 0.095
H -1.9322 7.0448 -0.3545 0.001 -0.043 0.018 0.095
H 0.4096 5.1907 -2.4786 -0.053 0.006 0.017 0.088
H -0.6177 6.6041 -2.2923 0.014 -0.031 -0.003 0.095
H -1.3575 5.0392 -2.6293 0.041 0.046 0.036 0.089
H -5.6232 -0.4873 -2.6384 0.028 0.004 -0.035 0.105
H -4.8150 -0.7219 0.9427 0.026 -0.028 0.007 0.099
H -3.2998 -1.6019 0.9597 0.112 0.017 -0.035 0.044
H -4.7942 -2.4082 1.4622 0.010 0.048 -0.051 0.099
H -6.5368 -1.0049 -0.7298 0.020 -0.069 0.008 0.095
H -6.6770 -2.6594 -0.1422 0.021 0.021 -0.042 0.100
H -6.4982 -2.3693 -1.8698 0.032 0.037 0.061 0.095
H -3.1934 -3.7334 -1.0679 -0.006 0.017 0.074 0.055
H -4.7584 -3.9922 -1.8254 0.039 0.018 0.000 0.096
H -4.5874 -4.2336 -0.0888 -0.016 0.047 -0.051 0.096
F 3.4583 0.5134 4.7977 0.002 -0.126 -0.085 0.114
C 3.7092 1.3827 3.8124 0.031 -0.042 0.015 -0.222
C 3.8131 0.9725 2.4935 0.057 0.148 -0.155 -0.157
C 4.0763 1.9602 1.5522 -0.088 -0.050 -0.014 -0.233
F 4.1958 1.6326 0.2545 0.030 -0.092 0.048 0.071
C 4.2262 3.2877 1.8841 -0.018 0.111 -0.059 -0.134
F 4.4654 4.2055 0.9556 0.004 -0.016 -0.023 0.145
C 4.1164 3.6577 3.2122 0.014 0.198 0.048 -0.123
F 4.2508 4.9252 3.5551 -0.006 0.041 0.007 0.168
C 3.8551 2.7061 4.1791 -0.021 0.056 0.166 -0.142
F 3.7368 3.0717 5.4486 -0.002 -0.023 -0.017 0.152
Ge 3.7446 -0.8422 1.8168 0.413 -0.269 0.290 0.822
S 2.1880 -0.7681 0.2304 -0.468 0.055 -0.432 0.426
C 3.6166 -2.1266 3.2919 -0.183 0.000 0.006 -0.139
C 4.6139 -3.0239 3.6651 -0.008 0.039 -0.105 -0.195
F 5.7137 -3.2076 2.9342 -0.027 0.179 -0.127 0.123
C 4.5202 -3.7915 4.8119 0.128 -0.147 0.073 -0.130
F 5.4891 -4.6342 5.1361 -0.039 0.057 -0.032 0.161
C 3.4032 -3.6896 5.6157 -0.050 -0.144 0.233 -0.116
F 3.3052 -4.4231 6.7057 -0.017 0.006 -0.009 0.177
C 2.3747 -2.8311 5.2648 -0.103 -0.010 0.090 -0.132
F 1.2832 -2.7511 6.0171 0.000 0.018 -0.027 0.148
C 2.5048 -2.0788 4.1225 0.076 0.023 0.053 -0.266
F 1.4719 -1.2749 3.7999 0.133 0.176 -0.079 0.065
C 5.4307 -1.2099 0.8903 -0.114 -0.060 -0.107 -0.141
C 5.5403 -2.0298 -0.2207 -0.083 -0.072 0.046 -0.217
F 4.4598 -2.6580 -0.7432 -0.105 0.041 0.121 0.027
C 6.7413 -2.3008 -0.8372 0.007 -0.109 -0.194 -0.136
F 6.7874 -3.0932 -1.9080 -0.025 0.033 0.050 0.133
C 7.9011 -1.7523 -0.3290 0.258 -0.037 -0.109 -0.120
F 9.0601 -2.0060 -0.9068 -0.014 0.003 0.009 0.171
C 7.8445 -0.9482 0.7932 0.181 0.065 0.032 -0.130
F 8.9584 -0.4394 1.2949 -0.037 0.012 0.012 0.161
C 6.6225 -0.6948 1.3816 -0.076 0.054 0.020 -0.218
F 6.6300 0.0574 2.4869 -0.151 0.024 0.056 0.117
C 2.7593 -1.7224 -3.3073 0.225 0.147 -0.069 -0.157
P 1.5637 -2.9735 -2.9126 0.141 0.114 -0.128 0.617
C 0.3742 -3.1124 -4.2246 -0.037 -0.056 -0.249 -0.129
C 2.4075 -4.5279 -2.7596 0.054 -0.207 -0.030 -0.138
O 0.8263 -2.6469 -1.6165 -0.615 0.013 0.391 -0.601
H 3.5398 -2.1377 -3.9511 -0.088 0.039 0.047 0.083
H 3.2061 -1.3764 -2.3726 0.010 0.014 -0.091 0.023
H 2.2828 -0.8883 -3.8209 0.020 0.040 0.030 0.053
H 0.8830 -3.2242 -5.1880 -0.069 0.018 0.110 0.085
H -0.2520 -2.2178 -4.2483 0.009 -0.035 -0.036 0.059
H -0.2512 -3.9892 -4.0501 -0.047 0.057 -0.029 0.076
H 3.0540 -4.6703 -3.6291 -0.042 -0.026 0.051 0.083
H 1.6800 -5.3406 -2.7298 0.059 -0.022 0.068 0.075
H 3.0260 -4.5317 -1.8621 0.054 0.007 -0.030 0.057
```
Forces are in eV/Å.

Its electronic energy is -9098.35820 Eh. The gap between HOMO and LUMO comes out at 6.386 eV. The HOMO energy comes out at -13.391 eV. As for the net charge: +2. The LUMO energy is -7.0 eV.